Formula: C4H24N2O9
Source: the OMol25 dataset
Level of theory: ωB97M-V/def2-TZVPD

Element x y z (Å)
N1 -2.322 0.587 1.459
C1 -1.079 0.086 1.273
O1 -0.519 -0.545 2.161
C2 -0.402 0.389 -0.066
N2 -0.899 -0.563 -1.059
C3 1.115 0.373 0.128
C4 1.621 1.560 0.912
O2 1.378 2.743 0.110
H1 -2.925 0.838 0.675
H2 -2.805 0.409 2.323
H3 -0.735 1.373 -0.403
H4 -0.499 -0.402 -1.985
H5 -0.635 -1.524 -0.860
H6 1.407 -0.552 0.623
H7 1.622 0.333 -0.833
H8 2.687 1.470 1.130
H9 1.116 1.692 1.874
H10 1.905 3.479 0.442
O3 2.219 1.926 -2.616
H11 1.848 2.319 -1.807
H12 1.945 2.490 -3.337
O4 -0.980 -3.785 1.488
H13 -1.592 -3.065 1.645
H14 -0.244 -3.596 2.113
O5 1.125 -0.571 -3.189
H15 1.660 0.234 -3.052
H16 1.469 -1.223 -2.576
O6 0.821 -3.219 -0.479
H17 1.153 -3.991 -0.928
H18 0.086 -3.563 0.086
O7 1.381 -2.561 2.226
H19 1.495 -2.620 1.257
H20 0.800 -1.787 2.339
O8 -3.628 0.361 -1.061
H21 -2.832 -0.157 -1.310
H22 -3.823 0.925 -1.809
O9 -1.082 3.744 1.107
H23 -0.277 3.432 0.651
H24 -1.572 2.959 1.351

Results
- SMILES string = NC(=O)[C@H](N)CCO.O.O.O.O.O.O.O
- energy relative to the best compared isomer or geometry (same formula, charge and spin) (eV) = 0.194

Which charges does Mulliken predict for the atoms? In e, they are: -0.23 -0.21 -0.68 1.11 -0.72 -0.37 -0.65 -0.63 0.29 0.24 0.08 0.47 0.18 -0.33 0.24 0.50 0.31 0.29 -0.71 0.35 0.32 -0.76 0.30 0.41 -0.71 0.41 0.31 -0.62 0.26 0.41 -0.81 0.40 0.57 -0.74 0.39 0.31 -0.68 0.37 0.32